Record 1
{
  "formula": "C2H7ClS",
  "method": "ωB97M-V/def2-TZVPD",
  "symbols": ["C", "C", "S", "H", "H", "H", "H", "H", "H", "Cl", "H"],
  "coordinates": [[-0.04988, -0.54487, 1.21613], [-0.04101, 0.51412, 0.12537], [1.57284, 0.72390, -0.68925], [-1.05550, -0.65511, 1.63692], [0.62667, -0.27484, 2.03250], [0.26693, -1.50795, 0.82047], [-0.38737, 1.48675, 0.50946], [-0.72923, 0.22980, -0.68788], [2.25396, 1.08050, 0.41116], [-1.25027, 0.10837, -2.60404], [-1.20714, -1.16067, -2.77084]],
  "smiles": "CCS.Cl",
  "relative_energy_kj_mol": 28.4,
  "multiplicity": 1,
  "molar_mass_g_mol": 98.60,
  "energy_ha": -938.7545,
  "lumo_ev": 0.67
}



Record 2
{
  "formula": "C34H46F5N6O6",
  "method": "ωB97M-V/def2-TZVPD",
  "symbols": ["C", "C", "C", "C", "O", "C", "C", "C", "N", "N", "N", "N", "C", "C", "C", "C", "C", "O", "C", "C", "C", "F", "F", "C", "C", "C", "C", "C", "C", "F", "F", "F", "C", "H", "H", "H", "H", "H", "H", "H", "H", "H", "H", "H", "H", "H", "H", "H", "H", "H", "H", "H", "H", "H", "H", "H", "H", "H", "H", "H", "H", "H", "H", "H", "H", "H", "H", "H", "H", "C", "C", "C", "C", "C", "C", "N", "O", "O", "H", "H", "H", "H", "H", "C", "C", "C", "C", "C", "C", "N", "O", "O", "H", "H", "H", "H", "H"],
  "coordinates": [[0.81342, 1.33955, 5.04011], [0.63345, 2.41676, 3.96641], [-0.71738, 2.38007, 3.24053], [-0.81681, 1.11124, 2.40455], [-1.82458, 1.29830, 1.39727], [-1.56307, 1.06462, 0.08139], [-2.92338, 1.18838, -0.68416], [-4.20045, 1.27056, 0.14942], [-4.37603, 0.14046, 1.06539], [-5.27322, 1.35592, -0.87715], [-4.23552, 2.54095, 0.87060], [-0.75736, 2.26658, -0.45136], [0.70415, 2.29040, -0.17146], [1.38195, 1.02310, -0.63182], [2.87669, 1.02644, -0.27294], [3.74488, 0.59261, -1.46079], [5.15313, 0.16552, -1.03697], [6.12575, 0.99182, -1.66645], [0.69639, -0.23859, -0.12519], [-0.82627, -0.24190, -0.33098], [-1.47144, -1.53974, 0.17256], [-2.61210, -1.74808, -0.55411], [-1.84715, -1.44023, 1.46328], [-0.59056, -2.76288, 0.02323], [-0.64556, -3.54283, -1.13938], [0.17240, -4.66681, -1.25189], [1.05128, -5.02199, -0.22218], [1.11971, -4.23110, 0.92548], [2.05876, -4.53686, 2.04844], [1.43515, -4.97680, 3.12668], [2.96809, -5.43246, 1.71091], [2.72019, -3.42597, 2.41871], [0.29094, -3.10923, 1.04828], [0.58116, 1.70215, 6.03610], [1.83811, 0.98014, 5.04850], [0.18448, 0.46973, 4.87056], [1.40648, 2.26250, 3.21050], [0.81724, 3.41065, 4.36259], [-1.54033, 2.45009, 3.94472], [-0.72579, 3.22547, 2.56015], [0.17091, 0.89437, 2.01606], [-1.12665, 0.27757, 3.02470], [-3.02320, 0.39075, -1.41127], [-2.94496, 2.11418, -1.25470], [-4.77428, -0.64734, 0.57056], [-5.07864, 0.40723, 1.74608], [-5.15360, 0.64855, -1.58918], [-6.17320, 1.21807, -0.43669], [-4.02539, 2.36003, 1.84804], [-5.19131, 2.87721, 0.84896], [-0.88202, 2.33463, -1.45876], [-1.19208, 3.07774, -0.00081], [0.89424, 2.52632, 0.86783], [1.12104, 3.12881, -0.72689], [1.29848, 0.99697, -1.72329], [3.02138, 0.27371, 0.49949], [3.19703, 1.99704, 0.09744], [3.83548, 1.40807, -2.17318], [3.22833, -0.21408, -1.97917], [5.25227, 0.29470, 0.04141], [5.32007, -0.88736, -1.25105], [6.78345, 0.43640, -2.08922], [0.96646, -0.42899, 0.90897], [1.12619, -1.05093, -0.70380], [-0.94518, -0.28965, -1.41516], [-1.30894, -3.28226, -1.94822], [0.15407, -5.29148, -2.13076], [1.67770, -5.89578, -0.30294], [0.32853, -2.51256, 1.94685], [5.37420, 6.53898, 2.33155], [4.94242, 5.21881, 2.30238], [3.61172, 4.93060, 2.05287], [2.73409, 5.97819, 1.83296], [3.14234, 7.29919, 1.86354], [4.47568, 7.57569, 2.11588], [1.32471, 5.68232, 1.55188], [0.97826, 4.50613, 1.54217], [0.57425, 6.60461, 1.34375], [6.41523, 6.76027, 2.52377], [5.64353, 4.41418, 2.47422], [3.26645, 3.90762, 2.03412], [2.43713, 8.09890, 1.69370], [4.81392, 8.60173, 2.14280], [-4.91583, -7.22904, -4.65004], [-3.69464, -7.77739, -5.01911], [-2.61162, -6.95269, -5.27601], [-2.77475, -5.58512, -5.15371], [-3.98308, -5.01830, -4.79210], [-5.06010, -5.85202, -4.53992], [-1.62191, -4.70728, -5.40927], [-0.57949, -5.22820, -5.74588], [-1.77449, -3.50855, -5.25831], [-5.75836, -7.87686, -4.44876], [-3.58505, -8.84906, -5.10757], [-1.65904, -7.36932, -5.56674], [-4.08533, -3.94671, -4.71121], [-6.01325, -5.42714, -4.25778]],
  "multiplicity": 1,
  "molar_mass_g_mol": 729.77,
  "energy_ha": -2602.1107,
  "total_charge": 1,
  "lumo_ev": -2.95
}



Record 3
{
  "formula": "C5H8NPS",
  "method": "ωB97M-V/def2-TZVPD",
  "symbols": ["C", "C", "C", "C", "C", "N", "P", "S", "H", "H", "H", "H", "H", "H", "H", "H"],
  "coordinates": [[1.81026, 1.30509, 1.74126], [1.91637, 0.06361, 2.25465], [0.24706, 0.34402, 0.63097], [-1.91308, -1.36282, -0.85838], [-1.24546, -0.02028, -0.91263], [0.86728, 1.46311, 0.71761], [-0.35707, 0.37885, -2.49553], [0.58337, -0.91181, 1.69542], [2.36953, 2.21414, 1.88409], [2.57718, -0.43699, 2.97469], [-2.56284, -1.37442, -0.03953], [-2.35904, -1.33753, -1.78289], [-1.04628, -2.04388, -0.65546], [-1.84663, 0.97184, -0.71264], [0.41325, -0.70273, -2.44166], [0.54610, 1.44980, -1.99996]],
  "relative_energy_kj_mol": 294.3,
  "multiplicity": 1,
  "molar_mass_g_mol": 145.17,
  "energy_ha": -989.4734,
  "lumo_ev": 0.69
}



Record 4
{
  "formula": "C3H9AlBF4N2O4",
  "method": "ωB97M-V/def2-TZVPD",
  "symbols": ["N", "B", "O", "O", "C", "O", "N", "C", "C", "O", "H", "H", "H", "H", "H", "H", "H", "H", "H", "F", "Al", "F", "F", "F"],
  "coordinates": [[0.98739, -0.41076, 1.11245], [1.05583, 0.62839, 0.13845], [1.72333, 0.39897, -1.01661], [0.50856, 1.93538, 0.31919], [-0.69036, 2.01677, 0.94163], [-0.82521, 1.95071, 2.15493], [-1.74731, 2.25016, 0.08860], [-2.97295, 1.51231, 0.35142], [-2.75113, 0.03292, 0.54216], [-1.97088, -0.43951, -0.53701], [1.90927, -0.77667, 1.31598], [0.55298, -0.12626, 1.97895], [1.53507, 1.07455, -1.66331], [-1.47702, 2.22078, -0.88033], [-3.65321, 1.63996, -0.48113], [-3.46554, 1.91731, 1.22879], [-2.30926, -0.18908, 1.50982], [-3.72957, -0.44910, 0.53897], [-2.27717, -1.30101, -0.80021], [4.48959, -1.34634, -2.08394], [3.91653, -2.77418, -1.37139], [2.51037, -3.29292, -2.16535], [3.57661, -2.49203, 0.27393], [5.10406, -3.98033, -1.49601]],
  "multiplicity": 1,
  "molar_mass_g_mol": 250.90,
  "energy_ha": -1197.5001,
  "total_charge": -1,
  "lumo_ev": 2.53
}